1.
{"formula": "C2H3IN4", "method": "ωB97M-V/def2-TZVPD", "gap_ev": 8.95, "relative_energy_kj_mol": 260.2, "species": ["C", "C", "N", "N", "N", "N", "I", "H", "H", "H"], "xyz": [[0.492, -1.223, -0.257], [-0.335, 1.102, -0.458], [0.837, -1.914, 0.781], [0.655, -1.123, 1.823], [0.166, 0.002, 1.495], [0.071, -0.001, 0.176], [-0.644, 1.212, -2.490], [0.624, -1.421, -1.301], [0.066, 2.138, -0.042], [-1.933, 1.228, 0.273]]}

=====

2.
{"formula": "C2H3IN4", "method": "ωB97M-V/def2-TZVPD", "charge": 2, "gap_ev": [6.77, 6.77], "relative_energy_kj_mol": 1.4, "species": ["C", "C", "N", "N", "N", "N", "I", "H", "H", "H"], "xyz": [[-0.352, -0.198, -0.474], [1.280, 0.189, 0.955], [0.814, -0.887, -0.846], [1.715, -0.668, -0.051], [-0.019, 0.480, 0.683], [-1.456, -0.248, -1.133], [2.463, 0.816, 2.490], [-0.622, 1.090, 1.241], [-1.504, -0.823, -1.988], [-2.319, 0.247, -0.878]]}

=====

3.
{"formula": "C2H3IO", "method": "ωB97M-V/def2-TZVPD", "smiles": "C=C=O.I", "gap_ev": 10.02, "relative_energy_kj_mol": 103.5, "species": ["C", "C", "O", "H", "H", "I", "H"], "xyz": [[-1.386, 0.607, -0.596], [-1.740, -0.230, 0.292], [-2.020, -0.908, 1.219], [-0.628, 0.424, -1.328], [-1.943, 1.594, -0.651], [4.322, -1.035, -0.077], [3.394, -0.452, 1.140]]}

=====

4.
{"formula": "C2H3IO", "method": "ωB97M-V/def2-TZVPD", "gap_ev": [7.91, 7.91], "relative_energy_kj_mol": 389.3, "species": ["C", "C", "O", "I", "H", "H", "H"], "xyz": [[0.193, -0.573, 1.131], [-0.179, 0.262, -0.952], [0.484, 0.077, 0.116], [0.685, 1.746, -2.219], [0.981, -0.569, 1.890], [-0.893, -0.989, 1.216], [-1.271, 0.047, -1.183]]}

=====

5.
{"formula": "C2H3IO", "method": "ωB97M-V/def2-TZVPD", "smiles": "I[C@H]1CO1", "gap_ev": 9.99, "relative_energy_kj_mol": 230.1, "species": ["I", "C", "C", "O", "H", "H", "H"], "xyz": [[1.094, 2.766, 0.138], [-0.196, 1.071, -0.067], [0.186, -0.204, 0.488], [-0.821, 0.547, 1.011], [-1.078, 1.374, -1.020], [-0.199, -1.042, 0.009], [1.074, -0.129, 0.986]]}

=====

6.
{"formula": "C2H3IO2", "method": "ωB97M-V/def2-TZVPD", "gap_ev": 9.75, "relative_energy_kj_mol": 190.5, "species": ["C", "C", "O", "O", "I", "H", "H", "H"], "xyz": [[-2.765, -0.971, -0.038], [-0.087, -0.060, 0.046], [-1.752, -0.096, 0.000], [-2.731, -2.176, -0.051], [-4.476, 0.256, 0.003], [0.390, -0.450, 0.870], [-0.006, -0.691, -0.783], [0.190, 0.943, -0.163]]}

=====

7.
{"formula": "C2H3IO3", "method": "ωB97M-V/def2-TZVPD", "spin_multiplicity": 3, "s2": 2.01, "gap_ev": [5.45, 5.57], "species": ["C", "C", "O", "O", "O", "I", "H", "H", "H"], "xyz": [[-0.095, 0.096, -0.587], [0.360, 1.011, 1.026], [-0.212, 0.733, -1.543], [-0.141, -2.173, -1.251], [-0.244, -1.146, -0.149], [-0.174, 2.962, 0.709], [1.405, 0.730, 0.766], [0.027, 0.579, 2.021], [-0.926, -2.791, -0.992]]}

=====

8.
{"formula": "C2H3IOS", "method": "ωB97M-V/def2-TZVPD", "smiles": "OC=C=S.I", "gap_ev": 7.51, "relative_energy_kj_mol": 248.9, "species": ["O", "C", "C", "S", "H", "H", "I", "H"], "xyz": [[-0.086, 0.113, -0.381], [-0.327, -0.039, 0.978], [-1.247, -0.861, 1.350], [-2.487, -1.782, 1.340], [-0.740, -0.395, -0.730], [0.178, 0.734, 1.542], [3.014, 1.452, -2.023], [1.696, 0.778, -2.076]]}